C36H41BiF5N4OPS | the ωB97M-V functional and the def2-TZVPD basis

Structure (ORCA input):
```
! wB97M-V def2-TZVPD RIJCOSX def2/J DEFGRID3
* xyz 0 1
Bi -0.1215 -0.8143 1.2170
C -2.9487 -1.5390 -0.7199
C -1.7628 -1.8668 -1.7601
N -0.7271 -2.7065 -1.2239
C -1.0580 -4.0742 -0.8609
C -0.5310 -4.5176 0.4848
N -0.5944 -3.5382 1.5788
C -1.8373 -3.4487 2.3265
C -2.9134 -2.7465 1.5003
N -2.5173 -1.5136 0.7548
H -3.7350 -2.3267 -0.7512
H -3.3800 -0.5460 -0.8895
H -1.3854 -0.8800 -2.0970
H -2.3333 -2.3233 -2.6200
H 0.1514 -2.5302 -1.7626
H -0.6893 -4.7911 -1.6228
H -2.1667 -4.1011 -0.9005
H 0.5053 -4.7566 0.4164
H -1.0940 -5.4561 0.7529
H 0.1862 -3.7693 2.2145
H -1.6432 -2.9008 3.2139
H -2.1824 -4.4025 2.6893
H -3.7542 -2.5097 2.1941
H -3.3167 -3.4686 0.8018
H -2.9366 -0.6755 1.1491
F 8.1221 -2.6230 2.8983
C 6.8501 -2.5022 2.5660
C 6.3558 -1.3334 2.0062
F 7.1715 -0.2752 1.7741
C 4.9421 -1.2048 1.8639
F 4.4268 -0.0277 1.5371
C 4.1432 -2.3498 1.8538
S 2.4607 -2.2899 1.3622
C 4.7206 -3.5395 2.2331
F 4.0596 -4.6784 2.1128
C 6.0446 -3.6165 2.5876
F 6.5102 -4.8048 2.9804
O 3.0649 -0.6743 -1.1997
N 1.9486 -0.4292 -1.9561
C 2.1783 0.3881 -2.8745
C 1.2416 0.9274 -3.9385
C 1.6018 0.7545 -5.2135
C 0.9486 1.4492 -6.2493
C -0.1757 2.2012 -5.9509
C -0.5928 2.3387 -4.6407
C 0.0650 1.6616 -3.6103
P -0.5211 1.6638 -1.8664
C 0.0074 3.2716 -1.2324
C 0.4697 4.2774 -2.0121
C 0.7616 5.5432 -1.4566
C 0.7105 5.7226 -0.1129
C 0.2539 4.6667 0.7184
C -0.1494 3.4700 0.1393
C -2.2975 1.8935 -2.1649
C -3.0375 2.8898 -1.5040
C -4.4403 2.9327 -1.6697
C -5.0434 2.0153 -2.5698
C -4.2860 1.0642 -3.2273
C -2.9263 0.9295 -2.9683
H 2.7660 -1.1700 -0.3975
H 3.2261 0.8050 -2.8828
H 2.5601 0.2608 -5.4902
H 1.1958 1.4021 -7.2981
H -0.6260 2.8337 -6.7396
H -1.4983 2.8613 -4.4714
H 0.6241 4.2019 -3.0930
H 1.1399 6.3887 -2.0232
H 0.9647 6.5826 0.4453
H 0.2678 4.7094 1.7574
H -0.3214 2.6503 0.7948
H -2.4707 3.5801 -0.8865
H -5.0318 3.6586 -1.1206
H -6.0984 2.0067 -2.7644
H -4.7755 0.4979 -4.0141
H -2.3167 0.2571 -3.4733
C -0.8997 1.8700 4.4317
C -0.1960 0.5095 4.1015
C 1.1581 0.8960 3.6024
C -0.1359 -0.2504 5.4398
C -1.0000 -0.0577 2.9869
H -0.3292 2.5394 5.0998
H -1.9028 1.8108 4.9390
H -1.1330 2.3245 3.4925
H 1.7084 1.3873 4.4329
H 1.1238 1.6618 2.8438
H 1.7242 0.0064 3.2387
H 0.4164 0.3504 6.2289
H 0.2580 -1.2598 5.3554
H -1.1592 -0.4690 5.8713
H -2.0422 -0.3546 3.2916
*
```

Properties
HOMO energy, eV: -6.95
Electronic energy, a.u.: -3143.90467
Energy above the lowest of the compared OMol25 structures with the same formula, charge and spin, kJ/mol: 177.82
Frontier orbital gap, eV: 7.2


C36H41IN3PTi | the ωB97M-V functional and the def2-TZVPD basis

Structure (ORCA input):
```
! wB97M-V def2-TZVPD RIJCOSX def2/J DEFGRID3
* xyz 1 2
Ti -0.8805 -0.6054 -0.3389
C 2.4370 -3.9051 1.1483
C 3.4905 -2.8288 1.1455
C 4.8014 -3.1399 1.4905
C 5.7888 -2.1677 1.5120
C 5.4888 -0.8564 1.1763
C 4.1878 -0.5176 0.8451
C 3.1919 -1.4913 0.8465
P 1.4441 -1.0577 0.5566
C 1.4161 0.7717 0.3403
C 1.2253 1.6528 1.4096
C 1.2499 3.0220 1.2096
C 1.4567 3.5309 -0.0623
C 1.6335 2.6709 -1.1340
C 1.6262 1.2938 -0.9594
C 1.9319 0.3982 -2.1395
C 0.7290 -1.2745 2.2269
C 1.4374 -0.9758 3.3905
C 0.8229 -1.0862 4.6250
C -0.4850 -1.5504 4.6984
C -1.1724 -1.9043 3.5508
C -0.5935 -1.7558 2.2862
C -1.2991 -2.1359 1.0247
H 2.8237 -4.8304 0.7227
H 1.5564 -3.6118 0.5719
H 2.1039 -4.1117 2.1680
H 5.0539 -4.1620 1.7467
H 6.8015 -2.4324 1.7866
H 6.2613 -0.0991 1.1865
H 3.9322 0.5040 0.5911
H 1.0945 1.2652 2.4092
H 1.1190 3.6904 2.0510
H 1.4931 4.6017 -0.2176
H 1.7933 3.0744 -2.1261
H 2.2577 0.9968 -2.9889
H 1.0562 -0.1721 -2.4547
H 2.7369 -0.3012 -1.8989
H 2.4719 -0.6586 3.3268
H 1.3593 -0.8215 5.5266
H -0.9619 -1.6660 5.6634
H -2.1715 -2.3153 3.6330
H -2.3402 -2.3996 1.2187
H -0.8138 -3.0370 0.6211
C -1.1786 0.6392 -4.8280
C -1.3442 1.4620 -3.5802
C -1.1689 2.8344 -3.5730
C -1.3701 3.5684 -2.4031
C -1.2963 5.0704 -2.4125
C -1.6577 2.9137 -1.2171
C -1.8365 1.5233 -1.1755
C -1.7215 0.8317 -2.3951
N -2.1158 0.7471 -0.0463
C -3.0082 1.2755 1.0161
C -2.2561 2.1402 2.0431
C -4.1841 2.0479 0.3969
C -3.6144 0.0884 1.7703
H -1.1807 1.2605 -5.7216
H -1.9805 -0.0955 -4.9120
H -0.2349 0.0878 -4.8028
H -0.9100 3.3455 -4.4931
H -0.9256 5.4479 -3.3635
H -0.6554 5.4415 -1.6109
H -2.2912 5.4860 -2.2427
H -1.7470 3.5024 -0.3164
H -2.0852 -0.1853 -2.4421
H -1.5614 2.8289 1.5715
H -1.6829 1.5044 2.7218
H -2.9730 2.7179 2.6281
H -3.8879 2.9987 -0.0394
H -4.9280 2.2484 1.1670
H -4.6526 1.4456 -0.3841
H -2.8540 -0.4082 2.3650
H -4.0608 -0.6260 1.0774
H -4.3902 0.4463 2.4474
I 0.9662 -5.8695 -2.5663
C -0.2629 -4.2145 -2.3112
C -1.6379 -4.1692 -2.3294
N -1.9818 -2.8990 -2.0636
N -0.9087 -2.1092 -1.8625
C 0.1469 -2.9109 -2.0204
H -2.3655 -4.9406 -2.5166
H -2.9151 -2.5299 -1.9996
H 1.1565 -2.5474 -1.9613
*
```

Properties
HOMO energy (spin up / spin down), eV: -10.12 / -10.62
Expectation value of S²: 0.755
Electronic energy, a.u.: -3049.00326
Energy above the lowest of the compared OMol25 structures with the same formula, charge and spin, kJ/mol: 40.56
Frontier orbital gap (spin up / spin down), eV: 7.6 / 8.1


C36H42ClIN3O7PSc | the ωB97M-V functional and the def2-TZVPD basis

Structure (ORCA input):
```
! wB97M-V def2-TZVPD RIJCOSX def2/J DEFGRID3
* xyz -1 1
Sc -0.0695 0.6606 -0.1850
O 3.9327 -3.0073 -0.1887
C 2.8805 -2.2992 0.2887
O 3.0133 -1.4228 1.0879
C 1.5711 -2.7992 -0.2545
C 1.5164 -4.0264 -0.8899
C 0.2818 -4.5014 -1.3100
C -0.8376 -3.7454 -1.0467
C -0.6836 -2.5190 -0.4085
N 0.4966 -2.0347 -0.0345
C -1.9314 -1.7155 -0.0581
O -2.9865 -2.3349 -0.0247
O -1.7350 -0.4747 0.2063
H 4.7062 -2.5999 0.2158
H 2.4279 -4.5869 -1.0552
H 0.2057 -5.4511 -1.8278
H -1.8385 -4.0674 -1.3029
C -1.5067 3.8411 2.9258
C -1.4373 3.1660 1.5789
O -0.6104 2.2738 1.4479
C -2.3282 3.5841 0.5083
C -3.2539 4.6309 0.6952
C -4.1286 5.0091 -0.2925
C -4.0978 4.3150 -1.5187
C -3.2077 3.2970 -1.7376
C -2.2675 2.9074 -0.7410
O -1.4165 1.9885 -1.0007
H -0.8244 3.3286 3.5987
H -2.5215 3.8044 3.3270
H -1.2106 4.8911 2.8443
H -3.2761 5.1509 1.6469
H -4.8292 5.8194 -0.1337
H -4.7980 4.5905 -2.3009
H -3.1791 2.7520 -2.6755
Cl 3.5593 1.2245 6.0294
C 3.0159 1.2716 4.3625
C 3.7001 2.0219 3.4569
C 3.2812 2.0787 2.1116
I 4.3659 3.2576 0.7740
C 2.1728 1.3839 1.6309
O 1.7591 1.4092 0.3994
C 1.4652 0.6029 2.6192
N 0.3749 -0.0654 2.1628
C -0.3408 -0.7734 2.9892
C -0.0190 -0.8949 4.3509
C 1.0768 -0.2424 4.8358
C 1.8670 0.5426 3.9676
H 4.5705 2.5809 3.7747
H -1.2110 -1.2715 2.5715
H -0.6430 -1.4971 4.9974
H 1.3532 -0.3140 5.8788
C 3.3123 2.0210 -2.9949
C 3.0151 0.5855 -3.4776
C 3.5979 -0.3454 -2.3976
C 3.7420 0.3651 -4.8077
P 1.1249 0.3553 -3.4871
N 0.5288 0.1240 -2.0883
C 0.7311 -1.1741 -4.5580
C 0.8986 -1.0480 -6.0705
C 1.6494 -2.3018 -4.0557
C -0.7149 -1.6131 -4.2332
C 0.3701 1.8477 -4.3814
C -1.0828 1.4516 -4.6955
C 1.0662 2.3056 -5.6653
C 0.2764 3.0434 -3.4082
H 4.3823 2.0975 -2.7653
H 2.7684 2.2620 -2.0787
H 3.0900 2.7672 -3.7565
H 4.5793 0.0362 -2.0828
H 3.7326 -1.3708 -2.7489
H 2.9494 -0.3458 -1.5231
H 4.8060 0.5914 -4.6583
H 3.3746 1.0233 -5.6018
H 3.6780 -0.6643 -5.1635
H 1.8994 -0.7155 -6.3592
H 0.1699 -0.3669 -6.5144
H 0.7348 -2.0355 -6.5225
H 2.6841 -2.1799 -4.3767
H 1.2918 -3.2609 -4.4507
H 1.6271 -2.3552 -2.9671
H -1.4563 -1.1064 -4.8549
H -0.9502 -1.4172 -3.1843
H -0.8177 -2.6912 -4.4120
H -1.1547 0.7423 -5.5206
H -1.6374 2.3513 -4.9869
H -1.5710 1.0250 -3.8144
H 1.1751 1.5145 -6.4073
H 2.0529 2.7294 -5.4707
H 0.4585 3.1001 -6.1168
H -0.0205 2.7232 -2.4151
H -0.4929 3.7353 -3.7723
H 1.2056 3.6025 -3.3338
*
```

Properties
HOMO energy, eV: -4.84
Electronic energy, a.u.: -3948.31055
Energy above the lowest of the compared OMol25 structures with the same formula, charge and spin, kJ/mol: 26.79
Frontier orbital gap, eV: 7.1


C36H42CoN3O5P2 | the ωB97M-V functional and the def2-TZVPD basis

Structure (ORCA input):
```
! wB97M-V def2-TZVPD RIJCOSX def2/J DEFGRID3
* xyz 1 4
Co -16.6880 -4.6401 11.3416
N -19.4273 -5.5214 10.2856
P -18.8096 -3.9203 10.2100
C -20.3238 -2.9914 10.5300
C -20.7253 -2.7474 11.8549
C -21.9102 -2.0817 12.0731
C -22.7526 -1.7598 10.9947
C -22.3949 -1.9820 9.7162
C -21.1818 -2.6115 9.4777
C -18.5628 -3.5532 8.4523
C -18.9222 -4.4668 7.4292
C -18.6326 -4.1580 6.1207
C -18.0693 -2.9129 5.8643
C -17.7865 -1.9793 6.8482
C -17.9935 -2.3441 8.1756
P -18.2421 -6.5957 10.9229
C -18.0253 -7.9140 9.7309
C -19.0208 -8.9103 9.5767
C -18.9910 -9.7825 8.4936
C -17.9360 -9.7229 7.5810
C -16.9652 -8.7314 7.7293
C -17.0388 -7.8037 8.7800
C -19.1243 -7.4489 12.2480
C -18.3798 -8.5015 12.8426
C -18.9751 -9.3798 13.7536
C -20.3043 -9.1873 14.0762
C -21.0239 -8.1547 13.5135
C -20.4345 -7.2778 12.6029
H -20.2242 -5.7584 9.7385
H -20.0986 -3.0964 12.6608
H -22.2552 -1.9862 13.0938
H -23.7110 -1.3357 11.2020
H -22.9357 -1.5630 8.8526
H -20.8653 -2.7885 8.4373
H -19.2153 -5.4798 7.6064
H -18.8657 -4.9383 5.4074
H -17.7653 -2.7263 4.8366
H -17.1980 -1.0883 6.5253
H -17.8897 -1.6101 8.9672
H -19.8087 -8.9778 10.2798
H -19.7304 -10.5020 8.3214
H -18.0424 -10.3655 6.7277
H -16.0588 -8.6482 7.0852
H -16.3603 -6.9405 8.8051
H -17.3641 -8.6768 12.5167
H -18.4142 -10.1575 14.2257
H -20.7880 -9.7865 14.8323
H -22.1041 -7.9805 13.6172
H -21.0411 -6.5185 12.0478
C -13.7532 -5.6425 12.0439
O -15.1450 -5.6289 12.4363
C -15.2717 -5.5174 13.8769
C -16.6990 -5.3986 14.1793
O -17.3584 -4.3588 13.3308
C -17.2795 -3.0408 13.9834
H -13.3544 -6.5570 12.5249
H -13.3508 -4.7290 12.3758
H -13.7494 -5.7372 10.9005
H -14.8091 -4.5699 14.0842
H -14.7308 -6.3479 14.2676
H -16.9161 -5.2044 15.2481
H -17.2847 -6.2548 13.8691
H -17.8553 -3.1150 14.8806
H -17.8431 -2.2978 13.3122
H -16.2593 -2.7802 14.1404
C -15.9398 0.0720 10.8464
C -14.7137 -0.2813 9.9595
C -13.7644 -1.3689 10.4981
C -12.5596 -0.8405 11.2665
C -12.8106 0.2292 12.3015
C -13.2842 -2.1870 9.3211
O -12.2205 -2.0566 8.7876
N -14.1862 -3.1289 8.8717
C -15.2189 -3.6470 9.6575
O -15.8597 -4.6547 9.3078
N -15.4359 -3.1616 10.8805
C -14.5264 -2.3130 11.4384
O -14.4011 -2.2964 12.6623
H -16.3147 1.0259 10.5203
H -15.6514 0.1168 11.9117
H -16.7949 -0.6449 10.7273
H -14.0969 0.6177 9.8368
H -15.1720 -0.6168 9.0398
H -11.8470 -0.4028 10.5803
H -12.1503 -1.7515 11.7996
H -12.8974 1.2117 11.8109
H -11.8774 0.2583 12.8673
H -13.6509 -0.0063 12.9410
H -13.8903 -3.7375 8.0889
*
```

Properties
HOMO energy (spin up / spin down), eV: -10.97 / -11.37
Expectation value of S²: 3.759
Electronic energy, a.u.: -4002.82076
Energy above the lowest of the compared OMol25 structures with the same formula, charge and spin, kJ/mol: 0.00
Frontier orbital gap (spin up / spin down), eV: 9.0 / 8.8


C36H43BBrIrN9OS3 | the ωB97M-V functional and the def2-TZVPD basis

Structure (ORCA input):
```
! wB97M-V def2-TZVPD RIJCOSX def2/J DEFGRID3
* xyz 1 5
Ir -0.2539 -0.5758 -0.2475
C -2.9616 1.7789 3.8749
C -2.7525 2.6101 2.6059
C -3.3514 4.0011 2.8144
C -3.4283 1.9716 1.3920
N -1.3066 2.7119 2.3565
C -0.5902 3.8765 2.3651
C 0.7109 3.5580 2.1833
N 0.8082 2.2023 2.0571
B 2.1853 1.5540 1.8135
N 2.5811 1.6674 0.3282
C 3.8914 1.6115 -0.0500
C 3.9543 1.7732 -1.3934
N 2.6788 1.9300 -1.8542
C 1.8501 1.8421 -0.7903
S 0.1450 1.9092 -0.8448
C 2.2981 2.2572 -3.2382
C 1.3177 1.2128 -3.7716
C 3.5402 2.2510 -4.1273
C 1.6828 3.6592 -3.2245
N 2.2032 0.0876 2.3117
C 2.2416 -0.2174 3.6410
C 2.2115 -1.5667 3.7708
N 2.1574 -2.1034 2.5160
C 2.1362 -1.0734 1.6418
S 2.0515 -1.2024 -0.0675
C 2.1297 -3.5345 2.1682
C 0.8306 -3.8365 1.4131
C 2.1599 -4.3822 3.4392
C 3.3714 -3.8501 1.3293
C -0.4354 1.7020 2.1406
S -0.8382 0.0341 1.9945
H -4.0230 1.6946 4.0879
H -2.4789 2.2554 4.7260
H -2.5553 0.7779 3.7614
H -4.4124 3.8905 3.0199
H -3.2490 4.6123 1.9215
H -2.9055 4.5152 3.6616
H -4.5038 1.9698 1.5403
H -3.0980 0.9485 1.2442
H -3.2000 2.5400 0.4932
H -1.0353 4.8394 2.4852
H 1.5762 4.1858 2.1323
H 2.9870 2.1572 2.4510
H 4.6740 1.4632 0.6641
H 4.8155 1.7852 -2.0245
H 1.7084 0.2118 -3.6076
H 1.1715 1.3628 -4.8370
H 0.3516 1.2804 -3.2834
H 3.9961 1.2637 -4.1458
H 4.2688 2.9928 -3.8099
H 3.2393 2.4990 -5.1412
H 0.7804 3.6820 -2.6187
H 1.4253 3.9570 -4.2357
H 2.3922 4.3797 -2.8221
H 2.2886 0.5441 4.3910
H 2.2198 -2.1584 4.6603
H -0.0238 -3.4849 1.9888
H 0.7330 -4.9082 1.2670
H 0.8109 -3.3626 0.4343
H 1.2858 -4.1977 4.0591
H 3.0661 -4.2102 4.0145
H 2.1470 -5.4296 3.1507
H 3.3752 -3.2946 0.3958
H 3.3911 -4.9101 1.0964
H 4.2738 -3.6029 1.8850
Br -8.1029 2.6811 -2.0538
C -7.3767 1.0969 -2.8061
C -6.1102 1.1366 -3.3809
C -5.5653 -0.0089 -3.9055
C -6.2849 -1.2274 -3.8696
C -7.5877 -1.2283 -3.3291
C -8.1143 -0.0827 -2.7845
N -5.7512 -2.3881 -4.2790
N -4.5578 -2.5531 -4.6538
C -3.4297 -2.4346 -3.9927
C -2.2025 -2.4178 -4.7008
C -1.0421 -1.9876 -4.1194
C -1.0173 -1.5700 -2.7697
O 0.0366 -1.0686 -2.2060
C -2.1957 -1.7379 -1.9969
N -2.1018 -1.4394 -0.6680
C -3.1185 -1.7241 0.1328
C -4.2858 -2.3122 -0.3282
C -4.4335 -2.5571 -1.6838
C -3.3975 -2.2408 -2.5560
H -5.5542 2.0611 -3.4081
H -4.5835 0.0111 -4.3557
H -8.1393 -2.1550 -3.3199
H -9.0949 -0.0959 -2.3333
H -2.2272 -2.6805 -5.7469
H -0.1306 -1.9227 -4.6894
H -2.9883 -1.5013 1.1821
H -5.0615 -2.5770 0.3679
H -5.3308 -3.0275 -2.0515
*
```

Properties
HOMO energy (spin up / spin down), eV: -8.64 / -10.29
Expectation value of S²: 6.116
Electronic energy, a.u.: -5863.34416
Energy above the lowest of the compared OMol25 structures with the same formula, charge and spin, kJ/mol: 0.00
Frontier orbital gap (spin up / spin down), eV: 6.1 / 6.1


How do the records compare in molecular weight? In the order shown, they have 912.76; 721.49; 867.03; 717.63; 996.94 g mol⁻¹.